No. 1
Molecular formula: C26H80FeO15
Method: DFT, ωB97M-V with the def2-TZVPD basis set

The HOMO energy (alpha / beta) is -7.6 / -7.0 eV. The value obtained for the orbital gap (alpha / beta) is 7.80 / 7.15 eV.

The geometry in ORCA input format:
```
! RIJCOSX wB97M-V def2-TZVPD def2/J DEFGRID3
* xyz 0 5
Fe 1.51 -1.32 -1.65
O 2.68 -1.98 -3.10
H 2.39 -2.90 -3.20
O 0.33 -0.67 -0.15
H -0.38 -0.03 -0.36
C 0.19 2.40 -2.25
C 1.04 1.47 -3.14
O 0.61 0.16 -3.01
H 0.70 3.36 -2.19
H 0.13 1.97 -1.25
H -0.79 2.50 -2.72
H 2.10 1.60 -2.90
H 0.93 1.77 -4.18
H -0.11 0.12 -3.64
C 3.35 2.07 0.20
C 3.51 0.54 0.28
O 3.20 0.00 -1.02
H 2.32 2.28 -0.11
H 3.96 2.48 -0.60
H 3.44 2.63 1.13
H 2.91 0.17 1.11
H 4.54 0.32 0.57
H 3.88 0.36 -1.59
C 1.15 -5.17 -0.14
C 2.35 -4.32 -0.57
O 2.11 -2.92 -0.41
H 1.21 -6.18 -0.53
H 0.22 -4.79 -0.57
H 1.00 -5.14 0.94
H 2.61 -4.54 -1.60
H 3.16 -4.56 0.11
H 1.91 -2.77 0.52
C 1.05 -3.03 4.33
C 0.60 -1.98 3.33
O 0.94 -2.31 2.00
H 0.76 -4.04 4.04
H 0.64 -2.87 5.33
H 2.13 -3.02 4.42
H 1.07 -1.03 3.56
H -0.49 -1.89 3.34
H 0.65 -1.64 1.37
C -1.83 0.31 2.34
C -1.17 1.54 1.70
O 0.24 1.34 1.64
H -2.92 0.40 2.29
H -1.45 0.07 3.33
H -1.66 -0.57 1.73
H -1.37 2.46 2.26
H -1.62 1.67 0.71
H 0.42 0.68 0.97
C -0.43 -4.42 -3.82
C -0.37 -2.89 -3.79
O -0.13 -2.53 -2.43
H -1.11 -4.85 -3.08
H 0.53 -4.85 -3.51
H -0.67 -4.78 -4.82
H -1.30 -2.39 -4.08
H 0.42 -2.50 -4.42
H -0.92 -2.74 -1.93
C -3.77 -1.62 -2.12
C -2.80 -1.04 -1.09
O -2.00 -2.00 -0.50
H -4.47 -2.34 -1.70
H -3.28 -1.96 -3.04
H -4.37 -0.81 -2.52
H -3.28 -0.46 -0.31
H -2.13 -0.36 -1.61
H -1.18 -1.56 -0.26
C -4.74 2.16 -0.90
C -5.34 3.37 -1.54
O -4.62 3.65 -2.69
H -3.71 2.38 -0.61
H -4.82 1.32 -1.58
H -5.29 1.86 -0.01
H -5.28 4.27 -0.93
H -6.40 3.18 -1.75
H -3.91 4.29 -2.56
C -3.77 0.94 -5.50
C -2.46 1.28 -4.72
O -1.59 0.14 -4.81
H -4.25 0.05 -5.08
H -3.58 0.84 -6.57
H -4.49 1.74 -5.37
H -2.70 1.43 -3.67
H -2.07 2.23 -5.09
H -1.35 0.08 -5.73
C 1.18 4.88 1.11
C 1.43 6.05 0.19
O 1.81 7.12 1.00
H 0.71 4.10 0.51
H 0.43 5.13 1.86
H 2.09 4.49 1.58
H 0.58 6.27 -0.44
H 2.27 5.90 -0.50
H 1.78 7.90 0.43
C 4.36 -0.44 3.89
C 5.68 0.02 3.23
O 6.33 -1.21 2.83
H 3.79 0.42 4.25
H 4.47 -1.18 4.68
H 3.77 -0.81 3.05
H 6.31 0.59 3.91
H 5.50 0.70 2.40
H 7.22 -0.95 2.58
C 1.69 4.35 5.16
C 1.03 3.12 4.48
O 2.03 2.47 3.72
H 2.59 4.04 5.69
H 1.09 4.88 5.91
H 2.02 5.07 4.41
H 0.20 3.38 3.82
H 0.65 2.42 5.22
H 1.53 1.94 3.09
C -2.00 -4.21 1.97
C -3.45 -4.11 1.53
O -3.61 -4.10 0.10
H -1.86 -4.20 3.05
H -1.40 -3.39 1.57
H -1.61 -5.12 1.51
H -4.02 -3.32 2.01
H -3.92 -5.04 1.85
H -3.16 -3.32 -0.22
*
```

***

No. 2
Molecular formula: C38H51N16O14Zr
Method: DFT, ωB97M-V with the def2-TZVPD basis set

Its energy above the lowest of the compared OMol25 structures with the same formula, charge and spin is 0.0 kcal per mole. The HOMO energy is -13.3 eV. The value obtained for the orbital gap is 3.27 eV.

The geometry in ORCA input format:
```
! RIJCOSX wB97M-V def2-TZVPD def2/J DEFGRID3
* xyz 3 1
Zr -2.60 3.45 -1.04
C -1.99 -0.17 1.12
C -1.91 1.07 0.24
O -1.16 2.04 0.44
O -2.77 1.22 -0.68
H -1.24 0.00 1.90
H -1.73 -1.10 0.62
H -2.93 -0.22 1.66
C 2.11 1.79 0.77
C 3.12 1.04 0.14
C 4.40 1.57 -0.04
C 4.61 2.88 0.39
C 3.57 3.76 0.81
C 2.37 3.12 1.07
C 3.86 5.26 0.96
O 2.96 6.04 1.25
C 5.29 5.63 0.75
C 5.60 7.00 0.87
C 6.92 7.45 0.67
C 7.85 6.56 0.18
C 7.57 5.20 0.22
C 6.30 4.73 0.54
C 6.05 3.30 0.36
O 6.91 2.48 0.06
H 1.18 1.25 0.72
H 2.81 0.07 -0.23
H 5.12 0.96 -0.55
H 1.62 3.76 1.51
H 4.93 7.74 1.27
H 7.18 8.49 0.76
H 8.75 6.92 -0.30
H 8.26 4.49 -0.21
C 0.66 -11.92 0.68
C -0.72 -11.97 0.63
C -1.38 -10.75 0.53
C -0.77 -9.54 0.67
C 0.60 -9.55 1.04
C 1.35 -10.72 0.88
C 1.36 -8.29 1.35
O 2.57 -8.38 1.64
C 0.57 -7.03 1.38
C 1.24 -5.83 1.58
C 0.56 -4.65 1.42
C -0.80 -4.67 1.13
C -1.51 -5.87 0.83
C -0.80 -7.04 0.97
C -1.51 -8.27 0.46
O -2.63 -8.20 0.06
H 1.24 -12.83 0.66
H -1.15 -12.94 0.41
H -2.45 -10.87 0.38
H 2.39 -10.74 1.20
H 2.22 -5.72 2.02
H 0.94 -3.65 1.60
H -1.27 -3.72 0.91
H -2.54 -5.81 0.53
C 1.16 -2.02 -1.73
O 0.09 -2.17 -1.19
N 1.50 -1.17 -2.77
N 2.25 -2.56 -1.22
H 2.49 -1.17 -2.91
H 0.79 -1.08 -3.48
H 3.07 -2.62 -1.80
H 2.13 -3.14 -0.40
C -5.69 2.90 -2.44
O -4.72 3.11 -1.72
N -6.41 3.94 -2.81
N -6.15 1.72 -2.80
H -7.26 3.95 -3.34
H -6.00 4.86 -2.72
H -5.81 0.79 -2.53
H -6.89 1.74 -3.49
C -1.01 -1.86 4.93
O -1.85 -1.05 4.59
N -0.47 -1.86 6.19
N -0.59 -2.90 4.25
H -0.99 -1.18 6.71
H 0.33 -2.41 6.46
H -0.86 -2.96 3.28
H 0.06 -3.52 4.72
C -2.65 2.35 -4.42
O -2.69 2.58 -3.21
N -3.52 2.84 -5.33
N -2.14 1.26 -4.96
H -3.37 2.56 -6.29
H -3.93 3.75 -5.17
H -1.54 0.77 -4.32
H -1.99 1.09 -5.95
C 0.43 3.24 -2.54
O -0.69 3.52 -2.04
N 1.27 4.12 -2.99
N 0.78 1.97 -2.83
H 2.01 3.76 -3.58
H 1.20 5.12 -2.96
H 1.67 1.80 -3.26
H 0.27 1.24 -2.35
C -4.59 -1.23 -2.21
O -5.64 -0.73 -1.73
N -3.52 -1.76 -1.56
N -4.51 -1.54 -3.48
H -3.41 -1.22 -0.71
H -2.78 -1.92 -2.22
H -5.35 -1.38 -4.00
H -3.81 -2.16 -3.86
C -0.45 5.63 0.42
O -1.20 4.68 0.10
N 0.28 6.34 -0.45
N -0.14 5.97 1.67
H 0.33 6.27 -1.45
H 1.03 6.91 -0.07
H -0.48 5.49 2.52
H 0.31 6.83 1.95
C -1.28 3.35 4.10
O -0.78 4.41 3.68
N -1.92 3.32 5.26
N -1.14 2.25 3.40
H -1.97 2.44 5.75
H -2.24 4.17 5.68
H -1.49 1.46 3.91
H -0.70 2.27 2.49
*
```

***

No. 3
Molecular formula: C31H52N2O3OsP2
Method: DFT, ωB97M-V with the def2-TZVPD basis set

Its energy above the lowest of the compared OMol25 structures with the same formula, charge and spin is 0.0 kcal per mole. The HOMO energy (alpha / beta) is -12.4 / -11.7 eV. The value obtained for the orbital gap (alpha / beta) is 6.11 / 3.21 eV.

The geometry in ORCA input format:
```
! RIJCOSX wB97M-V def2-TZVPD def2/J DEFGRID3
* xyz 2 5
Os -2.51 0.97 0.73
C 2.10 1.53 1.86
C 1.29 0.75 2.74
C 2.98 -0.58 1.93
C 3.12 0.70 1.34
C 1.91 -0.53 2.85
C 1.95 2.96 1.53
H 1.00 3.35 1.90
H 2.00 3.12 0.45
H 2.77 3.54 1.98
C 4.05 1.12 0.28
H 3.50 1.34 -0.65
H 4.78 0.33 0.07
H 4.59 2.03 0.57
C 3.74 -1.81 1.63
H 4.15 -2.26 2.54
H 4.55 -1.62 0.92
H 3.06 -2.56 1.20
C 1.52 -1.64 3.73
H 2.36 -1.94 4.38
H 1.26 -2.54 3.14
H 0.67 -1.36 4.35
C 0.01 1.16 3.35
H -0.06 0.83 4.40
H -0.85 0.70 2.79
H -0.14 2.25 3.31
C -2.98 1.18 -1.16
C -2.97 2.53 -0.47
C -4.29 3.20 -0.13
C -4.87 2.68 1.19
C -4.12 1.47 1.68
C -4.28 0.16 0.99
C -5.07 0.05 -0.30
C -4.32 0.61 -1.54
H -5.02 3.05 -0.93
H -5.94 2.49 1.08
H -4.15 4.29 -0.06
H -4.97 1.35 -2.04
H -2.15 1.04 -1.88
H -2.43 3.22 -1.15
H -4.15 -0.21 -2.25
H -5.27 -1.02 -0.45
H -4.39 -0.71 1.64
H -6.04 0.56 -0.18
H -4.79 3.47 1.96
H -4.06 1.41 2.76
P -1.02 3.08 0.43
C -0.17 3.81 -1.01
C -1.61 4.49 1.43
P -1.32 -3.01 0.81
C -2.06 -1.49 0.19
C -1.26 -2.97 2.59
C -2.13 -4.48 0.20
H 0.43 3.01 -1.49
H 0.48 4.64 -0.67
H -0.89 4.20 -1.74
H -2.42 4.17 2.10
H -1.95 5.30 0.77
H -0.76 4.82 2.04
H -3.08 -4.64 0.73
H -1.47 -5.34 0.34
H -2.33 -4.35 -0.87
H -1.58 -1.14 -0.76
H -3.13 -1.74 -0.03
H -0.50 -3.67 2.96
H -2.24 -3.24 3.00
H -1.02 -1.94 2.90
C 3.37 -1.03 -5.06
C 2.43 -0.43 -4.04
C 2.28 -1.23 -2.71
C 3.63 -1.40 -1.96
C 4.52 -2.56 -2.37
C 1.63 -2.57 -2.94
O 1.30 -3.07 -4.00
N 1.38 -3.23 -1.70
C 0.85 -2.48 -0.70
O 0.23 -3.21 0.28
N 0.84 -1.19 -0.67
C 1.28 -0.49 -1.79
O 0.90 0.65 -2.03
H 4.42 -0.93 -4.76
H 3.24 -0.47 -5.99
H 3.13 -2.07 -5.26
H 2.75 0.59 -3.77
H 1.42 -0.34 -4.47
H 4.17 -0.45 -2.05
H 3.38 -1.49 -0.89
H 4.76 -2.52 -3.44
H 5.46 -2.50 -1.81
H 4.05 -3.52 -2.15
H 1.08 -4.20 -1.75
*
```